A cluster of 2 separate species, C5H8S in total in a non-equilibrium geometry. Source: the OMol25 dataset; level of theory: the ωB97M-V functional and the def2-TZVPD basis.

```
14
Properties=species:S:1:pos:R:3:forces:R:3:nbo_charge:R:1
C -0.0662 1.4530 0.5238 0.30 1.71 1.17 -0.3520
C 1.2420 1.1541 0.4366 -4.02 -2.18 -1.05 -0.2148
C 1.5626 -0.1601 -0.0926 2.63 -0.85 -0.28 -0.2127
C 2.8012 -0.7211 -0.1320 -0.12 -0.76 0.04 -0.3849
H -0.5690 2.3836 0.9499 1.22 -1.22 -0.69 0.2090
H -0.7454 0.6824 0.2753 -0.80 -0.58 -0.43 0.1718
H 1.9763 1.7630 0.7073 3.02 2.65 1.18 0.1977
H 0.7385 -0.6517 -0.5325 -0.80 -0.80 -0.32 0.1900
H 3.6430 -0.1816 0.2843 -0.03 0.28 0.09 0.1837
H 3.1603 -1.7640 -0.4744 -1.40 1.78 0.29 0.2104
C -3.3631 -1.0684 -0.4844 0.65 0.11 0.08 -0.4766
S -4.3725 0.1865 -0.5887 0.71 -0.42 0.03 0.0932
H -3.7903 -2.0786 -0.3932 0.42 0.31 -0.06 0.1927
H -2.2174 -0.9970 -0.4794 -1.76 -0.01 -0.05 0.1924
```
Positions in Å, forces in eV/Å.

Properties
* multiplicity: 1
* M: 100.2 g mol⁻¹
* Kohn-Sham gap: 8.391 eV
* SMILES: C=CC=C.C=S
* energy relative to the best compared isomer or geometry (same formula, charge and spin): 272.9 kJ/mol
* lowest unoccupied orbital energy: -0.502 eV
* HOMO level: -8.89 eV


An isolated molecule of C5H8S2 in a non-equilibrium geometry. Source: the OMol25 dataset; level of theory: the ωB97M-V functional and the def2-TZVPD basis.

```
15
Properties=species:S:1:pos:R:3:forces:R:3:nbo_charge:R:1
C 0.2547 1.8586 -0.5506 0.07 0.05 0.02 -0.2935
C 0.4340 0.5408 -0.4604 -1.05 -0.74 0.63 -0.1041
C -0.8277 -0.3393 -0.4142 0.25 -0.54 -0.34 -0.4267
C -1.3362 -0.6353 1.0056 -1.06 -0.03 0.62 -0.6124
C 1.7847 -0.0534 -0.1225 -0.28 0.40 0.07 -0.3105
S 2.9718 0.8736 0.4802 0.37 0.15 0.12 0.0265
S 2.1840 -1.7634 -0.2105 -1.04 0.21 -0.61 0.1311
H 1.0700 2.5483 -0.4335 0.29 0.11 -0.14 0.2175
H -0.7341 2.3039 -0.6722 0.21 -0.34 -0.07 0.2011
H -0.6801 -1.2598 -0.9986 0.06 0.08 0.32 0.1986
H -1.6598 0.1478 -0.9293 0.29 0.24 -0.08 0.2181
H -0.6015 -0.9071 1.7652 0.32 -0.22 -0.40 0.2164
H -1.7911 0.2841 1.4078 0.12 -0.15 -0.17 0.2082
H -2.1644 -1.4021 1.0514 0.96 0.65 -0.35 0.2156
H 1.0958 -2.1968 -0.9184 0.49 0.13 0.37 0.1142
```
Positions in Å, forces in eV/Å.

Properties
* multiplicity: 1
* M: 132.3 g mol⁻¹
* Kohn-Sham gap: 8.031 eV
* SMILES: C=C(CC)C(=S)S
* energy relative to the best compared isomer or geometry (same formula, charge and spin): 117.2 kJ/mol
* lowest unoccupied orbital energy: -0.652 eV
* HOMO level: -8.68 eV


An isolated molecule of C5H9B in a non-equilibrium geometry. Source: the OMol25 dataset; level of theory: the ωB97M-V functional and the def2-TZVPD basis.

```
15
Properties=species:S:1:pos:R:3:forces:R:3:nbo_charge:R:1
B 1.5500 0.3180 -0.4259 -1.20 1.29 -0.08 0.8571
C -0.9352 1.2060 -0.4478 1.02 1.02 -1.32 -0.1599
C 0.4623 1.2943 -0.6629 0.51 -0.84 0.56 -0.7933
C -1.8170 0.3193 0.3135 -1.26 -0.94 1.72 -0.5452
C -1.8295 -1.1755 0.4729 1.54 0.48 -1.56 -0.3090
C 2.6143 -0.7178 -0.0879 -2.08 -1.44 0.83 -1.0817
H -1.4582 2.0809 -0.8773 0.12 -0.62 0.46 0.1869
H 0.7216 2.3201 -1.0225 0.24 -1.06 0.09 0.2641
H -2.8282 0.6166 0.0647 -0.45 0.25 0.11 0.2294
H -1.6950 0.5671 1.3800 -0.13 0.70 0.17 0.2417
H -2.1744 -1.7924 1.2724 -0.66 0.44 0.65 0.1802
H -1.0427 -1.6390 -0.0642 0.64 -0.83 -0.63 0.1468
H 3.3571 -0.9717 -0.7749 1.11 -0.09 -1.54 0.2542
H 1.9978 -1.6797 -0.0153 0.33 0.96 -0.31 0.2808
H 3.0772 -0.7461 0.8753 0.27 0.68 0.85 0.2478
```
Positions in Å, forces in eV/Å.

Properties
* multiplicity: 1
* M: 79.9 g mol⁻¹
* Kohn-Sham gap (spin up / spin down): 8.337 / 6.577 eV
* energy relative to the best compared isomer or geometry (same formula, charge and spin): 446.1 kJ/mol
* lowest unoccupied orbital energy (spin up / spin down): 0.488 / 0.543 eV
* HOMO level (spin up / spin down): -7.85 / -6.03 eV


An isolated molecule of C5H9BClNO3 in a non-equilibrium geometry. Source: the OMol25 dataset; level of theory: the ωB97M-V functional and the def2-TZVPD basis.

```
20
Properties=species:S:1:pos:R:3:forces:R:3:nbo_charge:R:1
C 2.6266 -0.9360 0.4786 0.87 -1.12 0.38 -0.2688
O 1.9111 0.2545 0.8981 -1.16 0.06 -2.49 -0.7565
B 1.1524 0.8061 -0.2111 1.89 0.73 -0.62 1.2172
O 1.8876 1.6007 -1.1854 -2.21 -1.77 1.01 -0.8830
C -0.4513 0.6227 -0.4001 0.67 0.02 0.38 -0.6515
C -1.0488 -0.7394 -1.0267 0.01 -0.27 1.04 -0.2218
N -2.4145 -0.7829 -0.3559 0.68 0.34 0.21 -0.6651
C -2.0686 -0.5331 1.0850 -1.57 -0.84 1.73 0.6870
O -2.4432 -1.2271 2.0599 1.80 3.03 -4.15 -0.4787
C -1.1143 0.7725 1.0576 0.13 -1.04 -0.33 -0.2869
Cl -2.0286 2.3637 1.0339 0.15 -1.08 0.43 -0.0527
H 2.9645 -1.4841 1.4369 -0.49 0.97 -1.55 0.2042
H 3.5606 -0.7096 -0.1660 -1.58 -0.17 1.02 0.1929
H 1.9533 -1.6723 -0.0880 0.85 1.08 0.67 0.1685
H 1.2739 1.7501 -1.9462 0.86 0.09 0.90 0.4846
H -0.8556 1.4269 -1.1017 0.49 -0.83 1.18 0.2403
H -0.5455 -1.7243 -0.6893 -0.42 1.75 -0.73 0.2096
H -1.0968 -0.6739 -2.1746 -0.13 -0.22 1.93 0.2263
H -2.8284 0.1221 -0.6758 -0.12 -0.87 0.47 0.3640
H -0.4345 0.7632 1.9709 -0.74 0.16 -1.47 0.2702
```
Positions in Å, forces in eV/Å.

Properties
* multiplicity: 1
* M: 177.4 g mol⁻¹
* Kohn-Sham gap: 10.065 eV
* SMILES: COB(O)[C@H]1CNC(=O)[C@@H]1Cl
* lowest unoccupied orbital energy: -0.085 eV
* HOMO level: -10.15 eV